# 1
DFT (ωB97M-V/def2-TZVPD) results for a structure of composition C51H71GeN4P3RhSi.

The calculation puts the HOMO-LUMO gap (spin up / spin down) at 6.7 / 5.0 eV. Its HOMO energy (spin up / spin down) is -0.406 / -0.462 Ha.

The geometry in ORCA input format:
```
! RIJCOSX wB97M-V def2-TZVPD def2/J DEFGRID3
* xyz 2 6
H -2.76435 -0.18577 4.71216
C -0.86127 3.84698 0.99642
P 2.60097 0.27121 -0.93819
N -0.49786 2.77706 0.21340
C 2.99505 0.32776 0.89352
C -3.33672 -5.84485 -1.71711
H 5.38880 2.75104 -1.80045
C -3.49011 -4.56246 -2.22248
H -1.10517 0.63824 -4.29079
H -2.98828 0.36437 -0.89224
C -2.91189 0.96547 -1.80164
C -2.16940 -6.18666 -1.04805
H -4.11638 -6.58129 -1.86071
C -1.47045 2.75947 -4.33284
H 4.76749 1.98326 2.12628
H -4.76652 -1.83616 2.62561
C -1.91606 0.47061 4.84539
C -3.43267 0.11275 -2.96039
C 2.88079 -4.78587 -4.59521
H -3.43301 0.66630 -3.89919
C -1.19022 4.63368 3.27760
H 2.93288 -2.02501 -1.29246
H 0.11217 3.28289 -1.74629
H -2.55289 2.64833 -4.30780
C -1.88268 5.73859 2.81359
H 3.29473 3.30762 -0.10483
H -3.29028 -0.30635 2.80590
C -2.61948 0.00089 2.00452
P -1.06964 1.19163 -1.98184
H -3.79288 -1.91322 -1.04109
H -1.88997 0.20325 6.95641
H -3.10974 -3.51583 0.65562
C 2.89795 3.07031 -1.09053
H 2.75496 -0.67514 1.26520
H -2.60325 -2.63708 -2.49331
C -1.17800 -2.35624 2.77962
C 1.81089 -3.98755 -4.97264
H 0.94897 -3.39381 -0.04837
H 3.28665 1.70646 -2.69330
H 0.60135 -2.36035 3.99308
H -0.30879 -4.13054 1.89357
H 3.61048 5.58020 4.10745
C 1.62970 3.14647 2.86602
H -3.75973 -3.21615 3.09469
P -1.88384 -1.57235 1.22805
C -4.33838 -1.95669 -0.09871
H 0.13276 -0.74075 3.47844
C -1.05870 -3.87442 2.63901
C 0.19214 -1.78431 3.16084
C -0.20500 1.97093 3.96256
H -2.82588 -0.78569 -3.09049
H 2.83339 -0.92505 -3.49255
C 2.41051 -4.31437 -2.28652
H 1.81059 3.02092 -1.01706
C 1.32238 -3.52055 -2.65507
N 2.16394 1.27875 1.57033
Si 0.22704 -2.81830 -1.24598
H -1.07046 4.47371 4.34302
H 4.14237 -2.09634 -3.36587
C -1.30521 1.09139 3.72952
C -0.64021 3.73654 2.37787
C -4.31414 -2.76535 2.27371
C -0.73877 2.84120 -1.21334
C -1.41963 0.68286 6.10903
H 5.68659 -0.78515 -0.87379
H -1.88116 -2.12691 3.58799
H 1.23676 4.99381 3.86525
H -5.21231 -2.59109 -0.25104
H -5.13433 -3.44127 2.02716
H 5.30481 1.71149 -0.38417
C 3.33727 4.65614 3.61715
H 3.16280 3.89294 -1.75567
C 0.30394 2.14046 5.22816
H -1.61061 5.20141 -0.51417
C 0.76337 1.63342 -4.01372
H 4.01846 -5.56895 -2.95051
C 2.62311 2.30085 2.29074
H 4.50465 -0.37192 -3.31302
H 1.16039 2.77776 5.39413
H -3.20705 0.48376 1.21557
C 3.98741 2.63193 2.49769
N 0.26273 2.66388 2.78398
H -2.03529 -7.18633 -0.65467
H 0.07814 1.66074 7.30531
C -0.74633 1.53458 -3.77689
H -0.74696 -4.29648 3.59597
H 2.65029 -4.46292 -1.23877
C -1.15390 -5.25281 -0.90209
C -2.47012 -3.62979 -2.07800
H -4.46060 -0.19483 -2.76631
Ge 0.08386 1.14315 1.10892
H 0.19529 -2.74693 -4.32111
H 1.16093 2.58133 -3.64390
H 5.52588 1.01280 -1.99486
H 5.26655 -2.47700 -1.08966
N -1.60488 0.90102 2.44075
C -1.49555 5.01475 0.54342
H -4.40200 -4.28785 -2.73825
Rh 0.16639 -0.43595 -0.79461
H -4.70397 -0.95776 0.15340
H -2.31123 6.44432 3.51094
C 3.78784 -1.13101 -3.00195
H -1.18059 2.89834 -5.37547
H 0.88593 -1.85424 2.32132
H -1.60728 3.46331 -1.42460
C 4.89591 -1.51652 -0.72614
C -0.30506 1.49854 6.30738
H -2.47489 6.83396 1.06985
H -1.19834 3.66794 -3.79344
H -3.65025 2.92347 -2.43874
H 4.05840 0.50616 1.03898
C -3.74740 2.22901 -1.60440
C -3.47163 -2.54686 1.01480
H 1.57009 -3.87009 -6.02154
H -1.99206 -4.35572 2.35663
H 4.71798 -1.62869 0.34455
C 5.01820 1.79160 -1.43440
H 1.28793 0.81543 -3.51777
H 5.37193 4.02465 3.31363
C 1.99212 4.32702 3.47567
C -1.98824 5.94317 1.44385
H -0.24079 -5.54155 -0.39213
C 3.50099 1.76510 -1.62237
C 1.03813 -3.35438 -4.00826
C 4.32929 3.78439 3.15660
C 3.18583 -4.94486 -3.25000
H -3.49048 2.74901 -0.67918
H 3.46765 -5.29971 -5.34523
H 0.97866 1.57915 -5.08122
H -4.79996 1.94592 -1.53930
C -1.29244 -3.96313 -1.41562
C 3.60817 -1.19266 -1.48393
*
```

---

# 2
DFT (ωB97M-V/def2-TZVPD) results for a structure of composition C51H73BrMoN2OSi3.

The calculation puts the HOMO-LUMO gap at 6.4 eV. Its HOMO energy is -0.254 Ha.

The geometry in ORCA input format:
```
! RIJCOSX wB97M-V def2-TZVPD def2/J DEFGRID3
* xyz 0 1
Br -0.30845 1.94001 -1.23649
H 3.85253 -0.48800 3.13420
H -1.25624 4.15904 -3.50114
C -5.86682 -2.25132 -2.64528
H 3.96520 0.54171 -2.12235
H -0.12709 -1.14158 -6.83561
H -1.97100 -3.11003 4.59954
H 1.85952 -3.60217 -0.00609
C 1.09275 4.63643 0.33154
C -4.39030 -2.45852 -0.75185
C 0.02589 -3.78338 -1.11489
H -2.71974 -4.33981 2.65335
H -1.24387 1.59174 5.53582
H 4.56890 -3.45445 3.12014
H 1.13625 4.76224 -5.70126
H 1.19486 2.18631 1.59675
H 0.98009 1.32013 -4.45931
Si -0.70139 1.58948 3.08944
C 1.09507 1.83553 2.62720
C 0.41897 -2.78068 5.56577
Si 1.33337 3.29804 -2.18964
C 1.09692 4.90583 -1.18205
H 5.03240 2.74071 -2.83178
C 1.31929 4.76016 -4.61976
C 0.89413 -1.25226 -3.60332
C 1.19127 -4.28475 -0.52283
H -0.32223 5.85731 -2.57466
H 0.37061 0.92212 5.22969
H -0.30273 -3.18766 6.26600
C -4.68218 -0.31817 -1.82823
Si -0.25212 -1.91161 -1.10367
C 3.57992 2.57383 -0.57095
H 4.48122 -1.63199 0.97519
H 3.65337 3.60088 -0.20446
H -1.90977 -5.56147 4.40037
H 1.79789 -1.13246 -3.00748
H 3.77271 3.22451 -3.97089
H -2.83819 1.19364 4.18333
C -1.85323 -3.67776 2.56467
C 2.22893 5.90254 -1.50002
H 1.29833 0.05814 0.34666
H -2.28236 -1.70230 -5.74089
C -2.89427 0.39779 2.18598
C 2.57157 -1.87208 5.16102
H -1.01905 3.68698 -5.19468
C -4.83923 0.70759 3.65469
H 3.53366 -1.54461 5.54093
C -0.97403 -4.99790 4.42830
C 3.05183 2.49603 -2.01077
H 1.91059 -0.87314 -5.45528
C 4.05752 3.23549 -2.91578
C -3.79311 -0.11826 1.23622
H 2.38487 2.28473 -4.96198
C -5.15406 -0.21498 1.47924
C -1.38381 -1.57457 -5.14550
H 4.95171 -2.36043 4.45472
H 0.92383 5.58678 0.85500
H 3.20633 5.52308 -1.18326
H -5.50801 -4.08730 -1.58759
C 4.76460 -2.40903 3.38269
H 0.87772 2.36782 -5.87669
C 0.65310 -6.51717 -1.24082
C -1.49758 3.29343 3.00716
H -1.17167 2.44873 -3.93782
H 2.39943 4.87306 -4.46856
Mo -0.07780 -0.59094 0.89696
C -5.69039 0.20123 2.69193
H 0.82629 5.64235 -4.20285
C 0.10333 -2.78344 4.21110
H 2.86001 -0.94401 0.94436
C -4.10477 -1.10839 -0.84899
H -3.92919 -3.04367 0.03851
C 1.03847 -2.15368 3.31622
H 2.42235 -6.00429 -0.13602
C 3.58677 -1.52974 2.92844
C -1.21447 -3.55336 3.94542
H -0.25554 -5.49364 3.76842
H 4.58907 2.14415 -0.54771
C -0.51717 -6.03940 -1.82081
C -3.47848 0.80032 3.39903
C 3.00941 1.00581 -2.39833
H -1.18950 -6.72378 -2.32752
H -4.43520 0.73694 -1.86879
H 5.67528 -2.09566 2.86681
H -0.58256 -5.03830 5.44574
C -5.56585 -0.89493 -2.72892
C 0.96254 -1.10768 -4.98378
H 2.04882 6.83897 -0.95765
C -0.66149 0.95066 4.86121
C 0.77252 3.44752 -4.01855
H -1.09012 4.88827 -1.30143
H -1.16518 -4.11620 1.83971
H 2.28628 6.14245 -2.56760
H -6.55809 -2.69885 -3.34966
C 1.50853 -5.63721 -0.59152
H -0.37517 6.46276 -0.91671
N 0.68003 -1.64979 2.06516
H -1.06203 -0.06567 4.93372
N -1.51618 0.53415 1.95670
H 1.78209 -2.20818 7.12495
H -0.73109 4.07327 3.08492
C 1.29735 2.28110 -4.86589
C 2.35489 -1.87338 3.78684
H 0.89772 -7.57160 -1.29882
H -6.02741 -0.28153 -3.49365
H 0.29044 3.95355 0.61977
C -5.27757 -3.03083 -1.65774
C 3.47949 -1.69723 1.40982
C -0.82312 -4.68602 -1.76368
H 1.49135 2.61580 3.29168
O -3.23002 -0.54860 0.05472
H -2.02724 3.42386 2.05651
H -5.80973 -0.61600 0.71833
H -6.75652 0.12236 2.86647
H -5.22446 1.03053 4.61626
C -1.44446 -1.73540 -3.76647
H -2.21268 -2.73782 2.18851
C -0.17876 -1.26038 -5.75935
H 2.96358 1.99437 0.11870
H 2.03831 4.22420 0.69199
H -2.22381 3.45655 3.81232
C 1.60129 -2.26429 6.05692
C -0.30704 -1.57488 -2.96898
C -0.25385 5.55819 -1.52609
H 1.70629 0.93461 2.75778
H -2.38815 -2.00156 -3.31933
H 2.21861 0.46857 -1.86569
H 3.06615 -2.67851 1.16474
H -1.73077 -4.32868 -2.24158
H 4.18880 4.27969 -2.61232
H 2.86592 0.85583 -3.46949
C -0.76074 3.43747 -4.15674
*
```